Molecular formula: C56H136O28
Method: DFT, ωB97M-V/def2-TZVPD

Each line ends with the Mulliken charge.
Atoms and positions in Å:
C: -4.609 -2.652 0.696  -0.270
O: -3.749 -3.422 -0.156  -0.386
C: -2.766 -4.047 0.538  0.267
C: -1.817 -4.732 -0.420  -1.003
O: -0.885 -3.750 -0.867  0.147
C: -0.051 -4.304 -1.880  -0.715
H: -5.009 -1.833 0.120  -0.152
H: -3.980 -2.187 1.493  0.036
H: -5.395 -3.276 1.170  0.512
H: -3.162 -4.852 1.139  0.445
H: -2.197 -3.374 1.233  -0.259
H: -2.303 -5.199 -1.284  0.344
H: -1.303 -5.569 0.166  0.295
H: -0.584 -4.663 -2.764  0.359
H: 0.580 -5.155 -1.417  0.203
H: 0.581 -3.498 -2.300  0.132
C: 2.949 -8.005 3.012  -0.600
O: 2.781 -6.742 3.632  -0.454
C: 3.342 -5.638 2.887  -0.067
C: 2.349 -5.031 1.878  -0.391
O: 1.781 -3.867 2.260  0.196
C: 1.004 -3.978 3.431  -0.744
H: 4.048 -8.151 2.879  0.228
H: 2.441 -7.842 2.009  0.260
H: 2.526 -8.723 3.616  0.299
H: 4.300 -5.926 2.372  0.049
H: 3.586 -4.879 3.642  0.186
H: 1.542 -5.778 1.597  0.249
H: 2.860 -4.869 0.907  0.189
H: 0.144 -4.597 3.136  0.311
H: 0.585 -3.029 3.722  -0.068
H: 1.530 -4.461 4.279  0.330
C: 3.060 -0.447 -6.357  -0.823
O: 4.175 -0.273 -5.460  -0.165
C: 5.386 0.005 -6.206  -0.431
C: 6.494 0.273 -5.219  -0.677
O: 6.116 1.437 -4.489  -0.138
C: 6.995 2.557 -4.730  -0.809
H: 3.223 -1.268 -7.017  0.359
H: 2.865 0.404 -7.008  0.345
H: 2.240 -0.532 -5.676  0.142
H: 5.265 0.853 -6.865  0.264
H: 5.583 -0.878 -6.822  0.427
H: 7.400 0.386 -5.819  0.413
H: 6.632 -0.577 -4.488  0.242
H: 7.954 2.297 -4.351  0.402
H: 6.523 3.359 -4.181  0.210
H: 7.104 2.866 -5.812  0.241
C: -5.903 3.821 -0.575  -0.542
O: -6.639 2.791 -1.165  -0.522
C: -6.101 1.511 -1.117  0.975
C: -6.887 0.457 -1.823  -0.533
O: -8.004 0.124 -1.078  -0.248
C: -8.813 -0.792 -1.852  -0.709
H: -4.939 3.901 -1.051  0.109
H: -5.900 3.675 0.506  0.245
H: -6.469 4.704 -0.715  0.441
H: -5.939 1.238 -0.075  -0.086
H: -5.114 1.596 -1.559  -0.523
H: -6.233 -0.365 -1.881  0.207
H: -7.119 0.787 -2.870  0.411
H: -9.251 -0.377 -2.729  0.343
H: -9.602 -1.144 -1.175  0.309
H: -8.175 -1.639 -2.265  0.143
C: 9.473 -7.349 1.460  -0.753
O: 9.214 -5.990 1.313  -0.351
C: 7.836 -5.639 1.418  -0.225
C: 7.709 -4.311 0.815  -0.419
O: 6.335 -3.972 0.772  -0.179
C: 6.142 -2.677 0.155  -0.728
H: 9.099 -7.741 2.434  0.290
H: 10.535 -7.667 1.447  0.268
H: 8.986 -7.893 0.671  0.331
H: 7.408 -5.545 2.483  0.189
H: 7.254 -6.450 0.898  0.274
H: 8.049 -4.297 -0.255  0.215
H: 8.249 -3.510 1.351  0.249
H: 5.025 -2.462 0.264  -0.245
H: 6.427 -2.791 -0.864  0.705
H: 6.800 -1.943 0.692  0.326
C: 2.105 2.989 -0.204  0.151
O: 3.306 3.520 0.281  -0.528
C: 3.676 3.080 1.544  1.609
C: 4.994 3.671 1.908  -1.034
O: 4.985 5.068 1.772  -0.403
C: 4.596 5.751 2.896  -0.584
H: 2.039 3.468 -1.202  0.065
H: 1.222 3.356 0.286  -0.427
H: 2.042 1.891 -0.229  0.290
H: 3.918 2.007 1.597  -0.389
H: 2.810 3.289 2.225  -0.515
H: 5.843 3.402 1.313  0.349
H: 5.171 3.411 2.963  0.401
H: 3.509 5.984 3.001  0.150
H: 5.111 6.704 2.894  0.320
H: 4.821 5.223 3.830  0.299
C: 1.995 2.892 -4.663  -0.330
O: 2.378 3.753 -5.709  -0.535
C: 3.755 4.053 -5.715  0.126
C: 4.218 4.844 -6.952  -0.512
O: 5.600 5.066 -6.699  -0.245
C: 6.309 5.413 -7.862  -0.855
H: 0.958 2.732 -4.668  0.369
H: 2.215 3.340 -3.705  0.353
H: 2.571 2.015 -4.883  0.051
H: 4.288 3.176 -5.746  -0.211
H: 4.046 4.678 -4.881  0.277
H: 3.653 5.776 -7.071  0.325
H: 4.099 4.180 -7.901  0.282
H: 5.739 6.092 -8.429  0.400
H: 6.564 4.547 -8.438  0.307
H: 7.223 5.910 -7.520  0.241
C: -4.485 1.504 -4.427  -0.432
O: -3.235 0.886 -4.197  -0.093
C: -3.032 -0.269 -4.942  -0.811
C: -3.637 -1.526 -4.308  -0.027
O: -4.994 -1.566 -4.808  -0.379
C: -5.833 -2.656 -4.347  -0.663
H: -4.702 2.267 -3.670  0.166
H: -5.233 0.626 -4.410  0.084
H: -4.566 2.030 -5.366  0.270
H: -1.981 -0.422 -5.029  0.363
H: -3.409 -0.097 -5.992  0.374
H: -3.697 -1.387 -3.186  0.018
H: -3.112 -2.480 -4.529  0.465
H: -6.601 -2.761 -5.129  0.212
H: -6.300 -2.565 -3.349  0.106
H: -5.263 -3.536 -4.315  0.403
C: 6.031 -1.458 4.565  -1.001
O: 5.488 -1.913 3.356  -0.236
C: 4.083 -2.048 3.577  -0.124
C: 3.317 -0.820 3.224  0.720
O: 2.167 -0.841 4.013  -0.394
C: 1.219 0.090 3.546  1.157
C: 0.095 0.200 4.503  -1.125
O: -0.688 -1.010 4.751  -0.508
C: -1.704 -1.197 3.767  -0.133
H: 6.506 -2.315 4.957  0.333
H: 5.317 -1.034 5.290  0.414
H: 6.712 -0.621 4.326  0.282
H: 3.927 -2.194 4.651  0.601
H: 3.611 -2.840 2.960  -0.908
H: 3.023 -0.766 2.209  -0.324
H: 3.942 0.066 3.560  0.207
H: 0.912 -0.257 2.532  -0.295
H: 1.695 1.086 3.427  -0.024
H: -0.642 0.949 4.238  0.277
H: 0.531 0.482 5.476  0.440
H: -1.328 -1.175 2.750  -0.262
H: -2.507 -0.431 3.794  0.294
H: -2.105 -2.213 3.868  0.351
C: 0.878 7.072 3.803  -0.716
O: 0.982 5.660 3.965  -0.494
C: 0.606 4.869 2.822  -0.373
C: -0.827 4.869 2.326  1.215
O: -1.019 6.002 1.560  -0.402
C: -2.165 6.003 0.750  -0.875
C: -2.115 5.290 -0.591  -0.566
O: -2.442 3.904 -0.599  0.447
C: -2.197 3.296 -1.887  -0.748
H: 1.501 7.364 2.970  0.269
H: 1.178 7.551 4.717  0.284
H: -0.154 7.267 3.615  0.281
H: 0.890 3.870 3.149  -0.238
H: 1.156 5.228 1.952  0.574
H: -1.571 5.011 3.199  0.275
H: -1.136 4.022 1.727  -0.714
H: -2.386 7.011 0.464  0.494
H: -3.014 5.517 1.306  0.275
H: -1.092 5.378 -1.018  0.299
H: -2.879 5.865 -1.190  0.369
H: -2.404 4.063 -2.754  0.321
H: -2.970 2.494 -2.015  -0.362
H: -1.208 2.919 -1.980  0.474
C: -5.711 -2.110 5.461  -0.739
O: -6.898 -1.782 4.703  -0.191
C: -7.026 -2.548 3.484  -0.423
C: -7.834 -1.921 2.419  -0.133
O: -9.110 -1.638 2.981  -0.422
C: -9.813 -0.493 2.392  -0.192
C: -9.421 0.678 3.247  -0.352
O: -10.201 0.809 4.392  -0.451
C: -9.491 0.278 5.556  -0.532
H: -4.808 -1.807 4.912  0.191
H: -5.702 -3.096 5.828  0.349
H: -5.856 -1.494 6.282  0.285
H: -7.607 -3.456 3.720  0.211
H: -6.010 -2.847 3.087  0.242
H: -7.732 -2.578 1.589  0.382
H: -7.303 -0.989 2.149  0.139
H: -10.852 -0.726 2.593  0.379
H: -9.572 -0.373 1.307  -0.017
H: -9.568 1.546 2.590  0.405
H: -8.345 0.660 3.451  0.272
H: -8.751 1.010 5.921  0.254
H: -9.132 -0.737 5.409  0.179
H: -10.284 0.252 6.308  0.305
C: -3.595 2.095 1.820  -0.090
O: -3.041 0.958 1.108  0.333
C: -1.607 1.107 0.821  1.713
C: -1.179 0.131 -0.249  -1.151
O: 0.282 0.070 -0.193  0.685
C: 0.883 -0.675 -1.333  -1.083
C: 2.089 -1.330 -0.637  -0.463
O: 2.954 -0.358 -0.111  1.072
C: 3.997 0.144 -0.958  -0.835
H: -4.587 1.770 2.214  0.275
H: -3.664 2.894 1.143  -0.452
H: -2.864 2.426 2.630  0.134
H: -1.057 0.979 1.749  -0.298
H: -1.445 2.113 0.481  -1.097
H: -1.453 0.537 -1.217  0.122
H: -1.682 -0.812 -0.092  -0.107
H: 1.108 -0.065 -2.202  0.356
H: 0.296 -1.512 -1.690  0.324
H: 2.621 -2.018 -1.318  0.541
H: 1.698 -1.908 0.208  -0.223
H: 4.591 0.836 -0.336  0.248
H: 3.592 0.601 -1.910  0.101
H: 4.605 -0.705 -1.226  0.180

Atoms 1-3, force components in eV/Å:
1.1 -0.3 0.5
-1.7 1.6 -0.5
1.5 -1.2 0.5

Properties
Orbital gap ... 9.38 eV
E_HOMO ... -9.03 eV
Structure (SMILES) ... COCCOCCOC.COCCOCCOC.COCCOCCOC.COCCOCCOC.COCCOC.COCCOC.COCCOC.COCCOC.COCCOC.COCCOC.COCCOC.COCCOC
LUMO level ... 0.013 Eh

Molecular formula: C56H144N8O20
Method: DFT, ωB97M-V/def2-TZVPD

Each line ends with the Mulliken charge.
Atoms and positions in Å:
C: 1.611 -25.666 -4.038  -0.867
C: 1.900 -26.414 -5.333  0.279
O: 1.520 -27.841 -5.232  -0.559
H: 0.527 -25.784 -3.832  0.346
H: 1.901 -24.612 -4.066  0.311
H: 2.187 -26.117 -3.227  0.061
H: 3.017 -26.542 -5.558  -0.209
H: 1.416 -26.074 -6.209  0.430
H: 2.135 -28.407 -5.681  0.275
C: 12.557 -26.764 -3.445  -1.578
C: 11.181 -27.407 -3.343  0.556
O: 10.366 -26.628 -2.418  0.413
H: 12.366 -25.642 -3.605  0.174
H: 13.054 -27.229 -4.315  0.367
H: 13.016 -26.849 -2.503  0.476
H: 11.317 -28.391 -2.967  -0.008
H: 10.637 -27.468 -4.263  0.035
H: 9.591 -27.140 -2.135  -0.300
C: 8.479 -28.031 6.793  -0.690
C: 8.148 -26.525 7.052  -0.460
O: 9.235 -25.656 6.862  -0.535
H: 9.125 -28.502 7.580  0.359
H: 9.148 -28.027 5.940  0.107
H: 7.599 -28.600 6.521  0.304
H: 7.694 -26.329 7.991  0.377
H: 7.418 -26.180 6.370  0.256
H: 9.863 -25.662 7.615  0.295
C: 5.240 -24.105 -5.771  -1.129
C: 6.001 -23.991 -4.401  0.282
O: 5.341 -24.654 -3.215  -0.416
H: 5.219 -25.159 -6.148  0.081
H: 5.704 -23.552 -6.514  0.502
H: 4.203 -23.702 -5.700  0.225
H: 5.981 -22.914 -4.189  -0.071
H: 7.082 -24.295 -4.403  0.148
H: 5.808 -24.298 -2.420  0.239
C: 10.190 -21.249 -2.948  -0.720
O: 9.772 -22.387 -2.142  -0.045
C: 10.853 -23.270 -1.997  -0.836
C: 10.639 -24.019 -0.693  -0.002
N: 10.745 -23.375 0.607  0.216
C: 12.106 -22.977 1.009  -0.572
C: 12.021 -22.426 2.415  -0.730
O: 11.167 -21.259 2.372  -0.267
C: 10.907 -20.624 3.621  -0.700
H: 10.531 -21.577 -3.920  0.333
H: 10.976 -20.709 -2.429  0.364
H: 9.273 -20.709 -3.006  -0.028
H: 11.827 -22.758 -2.104  0.395
H: 10.844 -24.082 -2.719  0.147
H: 11.213 -24.940 -0.726  0.587
H: 9.598 -24.417 -0.813  -0.988
H: 10.126 -22.574 0.576  0.394
H: 12.564 -22.268 0.337  0.319
H: 12.721 -23.892 1.045  0.338
H: 13.001 -22.134 2.789  0.438
H: 11.557 -23.120 3.037  0.386
H: 11.830 -20.094 3.973  0.263
H: 10.578 -21.357 4.415  0.250
H: 10.207 -19.827 3.425  0.236
C: 5.124 -28.270 -5.194  -1.062
O: 6.208 -28.885 -4.502  0.235
C: 6.771 -28.085 -3.493  -0.545
C: 7.261 -28.997 -2.416  0.445
N: 8.157 -28.205 -1.565  0.873
C: 8.753 -28.985 -0.530  -0.473
C: 9.688 -28.233 0.326  0.593
O: 8.994 -27.179 0.988  0.816
C: 9.775 -26.326 1.792  -1.017
H: 4.410 -27.848 -4.455  0.407
H: 4.537 -28.999 -5.771  -0.014
H: 5.541 -27.559 -5.855  0.480
H: 6.026 -27.332 -3.154  0.164
H: 7.697 -27.604 -3.967  -0.349
H: 7.823 -29.754 -2.876  0.487
H: 6.364 -29.511 -1.876  -0.893
H: 7.612 -27.534 -1.065  -0.874
H: 9.381 -29.733 -1.062  0.006
H: 8.014 -29.554 0.079  -0.060
H: 10.494 -27.810 -0.296  0.483
H: 10.252 -28.876 1.064  -1.221
H: 9.119 -25.478 1.843  0.274
H: 10.737 -26.110 1.300  0.195
H: 10.048 -26.835 2.747  0.036
C: 9.857 -34.926 -0.391  -0.540
O: 9.895 -34.507 0.965  -0.312
C: 8.636 -34.527 1.652  0.117
C: 8.887 -33.907 3.070  -1.034
N: 9.437 -32.612 2.880  0.311
C: 9.818 -31.879 4.120  -0.965
C: 10.709 -30.693 3.852  0.149
O: 11.825 -31.123 3.093  -0.311
C: 12.522 -29.995 2.572  -0.291
H: 9.244 -34.251 -0.988  0.059
H: 9.556 -35.945 -0.550  0.361
H: 10.949 -34.838 -0.655  0.103
H: 8.304 -35.592 1.666  0.462
H: 7.904 -33.886 1.125  -0.397
H: 9.510 -34.509 3.743  0.546
H: 7.883 -33.880 3.534  0.381
H: 10.284 -32.689 2.303  -0.004
H: 10.201 -32.527 4.891  0.434
H: 8.905 -31.444 4.636  0.284
H: 11.039 -30.364 4.866  0.320
H: 10.156 -29.943 3.275  -0.165
H: 12.834 -29.372 3.386  0.438
H: 11.881 -29.258 1.992  -0.076
H: 13.359 -30.348 1.930  0.245
C: 8.023 -35.151 -7.138  -0.807
O: 8.635 -33.834 -7.207  -0.416
C: 8.526 -33.090 -6.016  1.061
C: 9.170 -31.750 -6.429  -1.542
N: 9.022 -30.707 -5.470  1.873
C: 9.334 -29.357 -5.862  1.206
C: 10.758 -29.309 -6.366  -0.789
O: 11.173 -27.952 -6.626  -0.360
C: 12.447 -27.936 -7.306  -0.837
H: 7.836 -35.294 -8.202  0.304
H: 7.041 -35.108 -6.603  0.276
H: 8.635 -35.864 -6.563  0.295
H: 8.969 -33.668 -5.177  0.465
H: 7.466 -32.868 -5.902  -1.117
H: 8.637 -31.475 -7.304  0.623
H: 10.207 -31.886 -6.778  0.415
H: 8.060 -30.754 -5.196  -1.050
H: 9.317 -28.674 -5.021  -1.612
H: 8.564 -29.016 -6.600  0.353
H: 10.723 -29.853 -7.323  0.683
H: 11.316 -29.864 -5.627  0.232
H: 13.189 -28.319 -6.663  0.327
H: 12.592 -26.839 -7.482  0.269
H: 12.429 -28.588 -8.190  0.304
C: 4.438 -28.099 0.067  -0.491
O: 5.583 -27.229 0.324  0.262
C: 5.352 -25.895 -0.142  -0.937
C: 6.710 -25.143 -0.073  1.815
N: 6.626 -23.922 -0.857  0.975
C: 6.053 -22.852 -0.084  -0.960
C: 6.381 -21.551 -0.699  -0.621
O: 5.813 -21.519 -1.936  -0.105
C: 5.839 -20.286 -2.588  -1.032
H: 4.606 -28.949 0.713  -0.288
H: 4.509 -28.505 -0.937  0.167
H: 3.511 -27.653 0.315  0.442
H: 4.569 -25.496 0.497  0.685
H: 5.044 -25.909 -1.209  0.020
H: 7.446 -25.852 -0.511  -1.732
H: 7.114 -25.015 0.974  0.306
H: 7.599 -23.633 -0.972  -0.253
H: 6.512 -22.926 0.888  0.483
H: 4.992 -22.919 0.088  0.433
H: 7.447 -21.526 -0.801  0.101
H: 6.054 -20.674 -0.049  0.378
H: 5.331 -20.383 -3.535  0.296
H: 6.825 -19.838 -2.662  0.326
H: 5.243 -19.507 -2.113  0.406
C: 14.751 -33.948 -4.386  -0.722
O: 14.324 -32.787 -4.943  -0.430
C: 12.928 -32.640 -5.184  -0.161
C: 12.169 -32.549 -3.820  -0.353
N: 12.938 -31.526 -3.074  -0.071
C: 12.565 -30.995 -1.723  -0.273
C: 12.721 -32.054 -0.629  1.482
O: 14.020 -32.270 -0.221  -0.455
C: 13.947 -33.207 0.776  -0.339
H: 14.754 -34.835 -5.107  0.288
H: 14.229 -34.322 -3.506  0.252
H: 15.784 -33.884 -4.190  0.340
H: 12.556 -33.583 -5.662  0.360
H: 12.728 -31.693 -5.794  0.041
H: 12.189 -33.571 -3.478  0.351
H: 11.154 -32.180 -3.934  0.005
H: 13.941 -31.739 -3.070  0.402
H: 11.559 -30.549 -1.622  -1.026
H: 13.311 -30.202 -1.580  0.447
H: 12.142 -32.978 -1.002  -0.383
H: 12.196 -31.598 0.239  -0.292
H: 14.909 -33.752 0.807  0.299
H: 13.112 -33.929 0.629  0.165
H: 13.682 -32.730 1.743  0.100
C: 6.661 -32.144 -3.285  -0.325
O: 5.934 -32.079 -2.123  -0.148
C: 5.851 -33.380 -1.539  0.029
C: 5.056 -33.265 -0.273  -0.958
N: 5.795 -32.340 0.589  0.747
C: 5.197 -32.106 1.919  -1.278
C: 6.050 -31.118 2.748  -0.092
O: 6.184 -29.849 2.100  0.059
C: 6.709 -28.921 3.054  -0.303
H: 7.770 -32.156 -3.134  0.118
H: 6.416 -31.361 -3.982  -0.408
H: 6.431 -33.069 -3.837  0.560
H: 6.836 -33.784 -1.219  -0.178
H: 5.413 -34.135 -2.297  0.357
H: 5.076 -34.236 0.236  0.453
H: 3.990 -32.966 -0.536  0.327
H: 5.875 -31.521 0.025  -0.298
H: 5.149 -33.073 2.454  0.478
H: 4.158 -31.697 1.811  0.381
H: 7.069 -31.599 2.783  -0.209
H: 5.638 -30.891 3.770  0.517
H: 6.910 -27.936 2.581  -0.191
H: 7.632 -29.356 3.597  -0.170
H: 5.995 -28.721 3.827  0.573
C: 4.679 -31.775 -12.658  -0.697
O: 4.853 -31.240 -11.300  -0.315
C: 5.634 -32.137 -10.543  -0.725
C: 5.777 -31.584 -9.209  -0.002
N: 4.655 -31.897 -8.285  -0.351
C: 5.006 -31.880 -6.911  0.912
C: 3.787 -32.069 -6.005  -1.145
O: 2.908 -31.014 -6.175  -0.256
C: 1.735 -31.241 -5.412  -0.852
H: 4.297 -32.829 -12.631  0.283
H: 5.650 -31.684 -13.199  0.270
H: 3.908 -31.209 -13.153  0.269
H: 6.655 -32.218 -11.011  0.347
H: 5.223 -33.165 -10.521  0.330
H: 6.135 -30.538 -9.208  0.263
H: 6.619 -32.120 -8.705  -0.008
H: 3.886 -31.258 -8.385  0.311
H: 5.477 -30.997 -6.531  -0.192
H: 5.578 -32.773 -6.634  -0.156
H: 4.047 -32.170 -4.962  0.335
H: 3.291 -33.012 -6.284  0.583
H: 1.778 -30.874 -4.363  0.282
H: 1.447 -32.306 -5.321  0.371
H: 0.963 -30.610 -5.863  0.288

Atoms 1-3, force components in eV/Å:
-0.4 -0.7 -0.3
2.7 -2.6 0.2
-1.2 1.1 1.1

Properties
Orbital gap ... 8.83 eV
E_HOMO ... -8.28 eV
Structure (SMILES) ... COCCNCCOC.COCCNCCOC.COCCNCCOC.COCCNCCOC.COCCNCCOC.COCCNCCOC.COCCNCCOC.COCCNCCOC.CCO.CCO.CCO.CCO
LUMO level ... 0.020 Eh
Relative energy (zero: lowest compared OMol25 entry of this formula, charge and spin) ... 51.6 kcal/mol

Number 1: F_max 4.5 eV/A. Number 2: F_max 3.8 eV/A.